No. 1
The following is a quantum chemistry calculation of a 2-piece molecular cluster, C3H4N2O2 overall at a distorted geometry, from the Open Molecules 2025 dataset.

* highest occupied orbital energy: -9.208 eV
* relative energy (zero: lowest compared OMol25 entry of this formula, charge and spin): 169.2 kcal/mol
* calculated total energy: -10244.92974 eV

Cartesian coordinates (Å):
C 1.83040 1.27996 -0.47930
C -2.49965 0.11890 0.11653
C 0.98812 0.33327 -0.24182
N -1.97859 0.98188 0.65272
N 0.32873 -0.72324 -0.07411
O -0.58720 -1.19456 -0.76053
O 0.61396 -1.41129 1.13235
H 1.63751 2.29481 -0.17189
H 2.74836 1.09159 -1.01916
H -3.01809 -0.66609 -0.36676
H -0.06355 -2.10522 1.21195

Cartesian forces (eV/Å) of the 2 atoms listed first:
0.12 0.19 -0.15
-0.23 0.04 0.00

---

No. 2
The following is a quantum chemistry calculation of an isolated molecule of C6H10N2O at a distorted geometry, from the Open Molecules 2025 dataset.

* highest occupied orbital energy: -8.478 eV
* relative energy (zero: lowest compared OMol25 entry of this formula, charge and spin): 79.3 kcal/mol
* calculated total energy: -11408.64751 eV

Cartesian coordinates (Å):
C 0.49521 -0.31867 -0.74039
C 1.19547 0.84190 -0.15616
C 0.57092 -1.71819 -0.13286
C -2.06643 -1.20971 -0.49932
C -1.34325 -0.38419 1.25981
C -0.67062 -0.91248 0.00860
N 1.34099 1.94075 -0.78527
N 1.85079 3.01489 -0.15985
O -2.62617 -0.72235 0.72461
H 0.38453 -0.25510 -1.81585
H 1.52577 0.72935 0.88777
H 1.19418 -1.85961 0.73801
H 0.56402 -2.55403 -0.81535
H -2.39334 -0.61975 -1.36112
H -2.30124 -2.26682 -0.66454
H -1.13291 -0.91963 2.19072
H -1.24284 0.69475 1.42090
H 2.37254 2.85521 0.69990
H 2.28237 3.66367 -0.79963

Cartesian forces (eV/Å) of the 2 atoms listed first:
-0.23 -0.13 -0.17
0.12 0.27 0.35